Entry 1:
99
Properties=species:S:1:pos:R:3 method="wB97M-V/def2-TZVPD" total_energy_ev=-80657.6273 charge=+4 largest_force_ha_per_bohr=0.0222 homo_lumo_gap_ha=0.225
Ta -0.09 -0.34 0.27
O -3.50 -1.35 2.01
C -2.41 -0.97 2.01
O -1.48 -1.29 0.95
C -1.58 -0.11 2.90
C -2.04 0.15 4.17
C -1.25 0.92 5.00
C -0.02 1.38 4.53
C 0.82 2.14 5.39
C 2.06 2.54 4.98
C 2.51 2.14 3.70
C 1.72 1.42 2.85
C 0.41 1.06 3.20
N -0.42 0.33 2.36
H -2.99 -0.26 4.49
H -1.56 1.14 6.01
H 0.46 2.38 6.38
H 2.70 3.11 5.63
H 3.52 2.40 3.41
H 2.14 1.08 1.92
C 2.13 -4.67 1.72
C 1.04 -3.61 1.52
C 0.78 -2.90 2.85
P 1.38 -2.50 0.08
C 0.76 -3.19 -1.50
C -0.67 -2.69 -1.69
C 0.85 -4.72 -1.61
C 3.18 -2.10 -0.09
C 3.68 -1.36 1.15
C 4.11 -3.26 -0.47
H 1.75 -5.39 2.44
H 3.03 -4.23 2.15
H 2.39 -5.21 0.82
H 0.13 -4.13 1.21
H 1.64 -2.31 3.18
H 0.60 -3.66 3.62
H -0.10 -2.26 2.83
H 1.39 -2.74 -2.27
H -1.36 -3.10 -0.95
H -1.04 -2.94 -2.68
H -0.74 -1.57 -1.63
H 0.21 -5.21 -0.88
H 1.86 -5.09 -1.50
H 0.50 -5.01 -2.60
H 3.19 -1.43 -0.95
H 3.78 -2.04 2.00
H 3.03 -0.53 1.46
H 4.67 -0.95 0.96
H 4.28 -3.95 0.34
H 5.08 -2.83 -0.74
H 3.76 -3.81 -1.34
F 3.41 5.54 -1.55
C 3.93 4.33 -1.65
F 4.99 4.24 -0.84
F 4.31 4.10 -2.90
C 2.91 3.28 -1.21
C 2.99 1.98 -1.71
C 2.09 1.05 -1.24
N 1.15 1.33 -0.31
C 1.07 2.61 0.15
C 1.93 3.60 -0.27
H 3.71 1.72 -2.46
H 2.10 0.04 -1.65
H 0.31 2.81 0.88
H 1.84 4.60 0.12
C -4.30 3.08 1.70
C -3.09 3.59 1.23
C -2.34 2.85 0.34
C -2.79 1.60 -0.11
C -4.01 1.10 0.36
C -4.76 1.84 1.26
P -1.90 0.68 -1.35
C -1.08 1.75 -2.52
C -1.58 3.02 -2.81
C -1.03 3.74 -3.86
C 0.01 3.21 -4.61
C 0.51 1.94 -4.32
C -0.04 1.21 -3.28
C -2.91 -0.52 -2.17
C -3.27 -0.22 -3.50
C -4.18 -1.03 -4.16
C -4.72 -2.13 -3.53
C -4.35 -2.44 -2.22
C -3.45 -1.65 -1.54
H -4.91 3.67 2.38
H -2.77 4.58 1.54
H -1.45 3.29 -0.09
H -4.40 0.16 -0.01
H -5.72 1.47 1.60
H -2.42 3.43 -2.26
H -1.42 4.72 -4.10
H 0.42 3.77 -5.43
H 1.30 1.52 -4.93
H 0.32 0.20 -3.09
H -2.85 0.64 -4.01
H -4.47 -0.79 -5.18
H -5.42 -2.76 -4.05
H -4.78 -3.31 -1.73
H -3.18 -1.90 -0.53



Entry 2:
73
Properties=species:S:1:pos:R:3 method="wB97M-V/def2-TZVPD" total_energy_ev=-48670.4877 charge=-1 relative_energy_kj_mol=143.08 largest_force_ha_per_bohr=0.0359 homo_lumo_gap_ha=0.268
Cl 0.49 -1.47 -2.90
C 0.02 3.02 3.33
O -0.88 2.24 2.62
C -1.93 1.72 3.42
C -3.13 1.42 2.54
N -2.82 0.44 1.52
C -2.82 -0.91 2.06
C -2.83 -1.98 0.98
O -1.70 -1.78 0.18
C -1.40 -2.80 -0.72
H -0.33 4.01 3.66
H 0.83 3.23 2.61
H 0.56 2.50 4.13
H -2.19 2.50 4.16
H -1.59 0.83 3.96
H -3.44 2.35 2.06
H -3.96 1.10 3.20
H -3.58 0.42 0.84
H -3.67 -1.09 2.76
H -1.93 -1.13 2.66
H -3.75 -1.97 0.38
H -2.76 -2.96 1.50
H -2.21 -2.99 -1.45
H -1.29 -3.75 -0.16
H -0.53 -2.50 -1.29
C -5.77 1.01 0.04
O -4.78 0.18 -0.50
C -4.62 0.32 -1.91
C -3.34 -0.34 -2.36
N -2.10 0.34 -2.07
C -2.06 1.75 -2.49
C -2.29 2.74 -1.37
O -1.25 2.70 -0.44
C -1.09 3.88 0.24
H -6.64 1.15 -0.61
H -5.36 2.00 0.32
H -6.11 0.57 0.98
H -4.76 1.34 -2.29
H -5.44 -0.27 -2.35
H -3.50 -0.63 -3.42
H -3.27 -1.31 -1.87
H -1.40 -0.13 -2.66
H -2.71 2.00 -3.34
H -1.03 1.90 -2.83
H -3.25 2.53 -0.86
H -2.39 3.77 -1.75
H -0.96 4.72 -0.46
H -0.22 3.80 0.89
H -1.95 4.15 0.88
C 6.34 1.12 -0.94
O 5.34 0.16 -0.85
C 5.54 -0.87 -1.83
C 4.25 -1.54 -2.23
N 3.39 -1.90 -1.12
C 3.64 -3.22 -0.57
C 4.80 -3.30 0.44
O 4.89 -2.18 1.27
C 6.07 -2.19 2.00
H 7.36 0.71 -0.80
H 6.21 1.91 -0.19
H 6.28 1.66 -1.90
H 6.18 -1.56 -1.26
H 6.11 -0.54 -2.71
H 4.47 -2.40 -2.90
H 3.61 -0.87 -2.81
H 2.41 -1.86 -1.40
H 3.87 -3.92 -1.39
H 2.74 -3.54 -0.05
H 5.72 -3.51 -0.13
H 4.65 -4.22 1.03
H 6.94 -2.16 1.31
H 6.23 -3.10 2.59
H 6.13 -1.31 2.63